(1)
C6H12O in the gas phase. Source: the Open Molecules 2025 dataset; level of theory: ωB97M-V/def2-TZVPD.

Total charge = 0
2S+1 = 1
Kohn-Sham gap = 8.5 eV
Energy above the lowest of the compared OMol25 structures with the same formula, charge and spin = 356.5 kJ/mol
E_tot = -310.9235 Eh

Cartesian coordinates (Å):
O -1.819 -0.076 -0.040
C 0.239 -0.865 0.869
C -0.781 0.605 -2.544
C -0.643 -0.768 -0.393
C 0.240 0.439 1.565
C 0.130 -0.077 -1.530
C 1.169 0.554 2.696
H -1.366 1.388 -2.056
H -1.493 -0.101 -2.985
H 0.854 1.311 3.420
H -0.236 -1.548 1.599
H 0.771 -0.821 -2.022
H 1.476 -0.376 3.198
H -0.198 1.059 -3.352
H 1.244 -1.284 0.685
H -0.964 -1.764 -0.719
H -1.493 0.672 0.501
H 0.803 0.677 -1.095
H 2.066 0.975 2.204


(2)
C6H12O in the gas phase. Source: the Open Molecules 2025 dataset; level of theory: ωB97M-V/def2-TZVPD.

Total charge = 0
2S+1 = 1
Kohn-Sham gap = 10.7 eV
Energy above the lowest of the compared OMol25 structures with the same formula, charge and spin = 117.8 kJ/mol
E_tot = -311.0144 Eh

Cartesian coordinates (Å):
O 0.277 -2.318 -1.037
C 1.446 1.387 1.909
C 0.242 0.479 -0.099
C 0.116 0.858 1.377
C -0.977 -0.551 -2.159
C -0.983 -0.186 -0.695
C -0.933 -1.630 -1.133
H 1.089 -0.208 -0.224
H -1.829 -2.244 -1.007
H -0.211 -0.007 1.971
H -0.052 -0.355 -2.694
H 2.221 0.613 1.843
H 1.790 2.236 1.306
H 0.480 1.390 -0.666
H -0.666 1.621 1.492
H -1.880 -0.426 -2.747
H 0.426 -2.506 -0.102
H 1.381 1.710 2.953
H -1.936 0.136 -0.287


Please write out number 1 again, unchanged.
C6H12O in the gas phase. Source: the Open Molecules 2025 dataset; level of theory: ωB97M-V/def2-TZVPD.

Total charge = 0
2S+1 = 1
Kohn-Sham gap = 8.5 eV
Energy above the lowest of the compared OMol25 structures with the same formula, charge and spin = 356.5 kJ/mol
E_tot = -310.9235 Eh

Cartesian coordinates (Å):
O -1.819 -0.076 -0.040
C 0.239 -0.865 0.869
C -0.781 0.605 -2.544
C -0.643 -0.768 -0.393
C 0.240 0.439 1.565
C 0.130 -0.077 -1.530
C 1.169 0.554 2.696
H -1.366 1.388 -2.056
H -1.493 -0.101 -2.985
H 0.854 1.311 3.420
H -0.236 -1.548 1.599
H 0.771 -0.821 -2.022
H 1.476 -0.376 3.198
H -0.198 1.059 -3.352
H 1.244 -1.284 0.685
H -0.964 -1.764 -0.719
H -1.493 0.672 0.501
H 0.803 0.677 -1.095
H 2.066 0.975 2.204


What did the second record say?
C6H12O in the gas phase. Source: the Open Molecules 2025 dataset; level of theory: ωB97M-V/def2-TZVPD.

Total charge = 0
2S+1 = 1
Kohn-Sham gap = 10.7 eV
Energy above the lowest of the compared OMol25 structures with the same formula, charge and spin = 117.8 kJ/mol
E_tot = -311.0144 Eh

Cartesian coordinates (Å):
O 0.277 -2.318 -1.037
C 1.446 1.387 1.909
C 0.242 0.479 -0.099
C 0.116 0.858 1.377
C -0.977 -0.551 -2.159
C -0.983 -0.186 -0.695
C -0.933 -1.630 -1.133
H 1.089 -0.208 -0.224
H -1.829 -2.244 -1.007
H -0.211 -0.007 1.971
H -0.052 -0.355 -2.694
H 2.221 0.613 1.843
H 1.790 2.236 1.306
H 0.480 1.390 -0.666
H -0.666 1.621 1.492
H -1.880 -0.426 -2.747
H 0.426 -2.506 -0.102
H 1.381 1.710 2.953
H -1.936 0.136 -0.287


What did the second record say?
C6H12O in the gas phase. Source: the Open Molecules 2025 dataset; level of theory: ωB97M-V/def2-TZVPD.

Total charge = 0
2S+1 = 1
Kohn-Sham gap = 10.7 eV
Energy above the lowest of the compared OMol25 structures with the same formula, charge and spin = 117.8 kJ/mol
E_tot = -311.0144 Eh

Cartesian coordinates (Å):
O 0.277 -2.318 -1.037
C 1.446 1.387 1.909
C 0.242 0.479 -0.099
C 0.116 0.858 1.377
C -0.977 -0.551 -2.159
C -0.983 -0.186 -0.695
C -0.933 -1.630 -1.133
H 1.089 -0.208 -0.224
H -1.829 -2.244 -1.007
H -0.211 -0.007 1.971
H -0.052 -0.355 -2.694
H 2.221 0.613 1.843
H 1.790 2.236 1.306
H 0.480 1.390 -0.666
H -0.666 1.621 1.492
H -1.880 -0.426 -2.747
H 0.426 -2.506 -0.102
H 1.381 1.710 2.953
H -1.936 0.136 -0.287


Q: total charge of number 2 (C6H12O)?
A: 0